Entry 1:
Entry from OMol25: 2 unconnected molecules or ions with the total composition C7H14O in a non-equilibrium geometry (ωB97M-V/def2-TZVPD).

Structure (XYZ):
```
22
Properties=species:S:1:pos:R:3:forces:R:3
C -0.744 -0.883 2.043 -0.905 -0.771 0.337
C -1.302 -0.999 0.833 -0.776 1.194 0.364
C -2.638 -1.694 0.784 -2.021 -1.109 0.736
C -0.983 0.004 -0.293 0.162 -2.477 0.126
C 0.349 0.632 -0.208 0.526 -1.437 1.137
C 0.579 1.818 -0.744 0.644 1.722 -0.693
C 1.915 2.536 -0.943 0.454 0.685 0.601
H -1.354 -1.269 2.936 1.607 0.350 -1.250
H 0.207 -0.371 2.125 -0.241 0.092 0.649
H -3.320 -1.697 -0.090 1.431 -0.309 -0.553
H -2.596 -2.744 1.225 0.007 1.311 -0.771
H -3.398 -1.166 1.395 0.770 -0.018 0.560
H -1.770 0.687 -0.135 -1.066 1.110 -0.538
H -1.044 -0.501 -1.280 -0.396 0.328 0.405
H 0.976 -0.135 0.380 0.307 1.833 -1.503
H -0.304 2.438 -1.072 0.824 -0.992 0.160
H 2.128 3.125 -1.841 -1.404 0.222 -0.245
H 2.770 1.912 -1.086 0.451 -1.230 0.712
H 2.174 3.245 -0.126 -0.344 -0.532 -0.241
O 3.111 -1.912 -1.395 -2.429 2.671 0.930
H 3.141 -0.908 -1.074 -0.257 -3.324 -1.070
H 2.103 -2.118 -1.434 2.656 0.678 0.147
```
Positions in Å, forces in eV/Å.

Computed properties:
* highest occupied orbital energy: -9.3 eV
* net charge: 0
* energy relative to the best compared isomer or geometry (same formula, charge and spin): 306.1 kJ/mol
* orbital gap: 10.07 eV
* calculated total energy: -350.24289 a.u.

***

Entry 2:
Entry from OMol25: a gas-phase ion, C7H14O (charge +1) in a non-equilibrium geometry (ωB97M-V/def2-TZVPD).

Structure (XYZ):
```
22
Properties=species:S:1:pos:R:3:forces:R:3
C -1.003 1.953 0.868 -1.115 -0.325 1.710
O -2.379 2.342 0.730 0.591 -0.294 -0.032
C -0.486 1.472 -0.477 -0.338 -1.026 2.041
C 0.955 0.981 -0.338 1.657 2.610 -1.223
C 1.333 -0.381 0.198 -1.930 -1.010 -0.341
C 0.364 -1.540 -1.792 0.162 1.255 -1.235
C 0.493 -1.496 -0.408 0.680 -0.015 1.663
C 0.013 -2.509 0.534 -1.093 -0.584 -0.096
H -0.483 2.690 1.496 0.490 0.723 -1.247
H -0.930 1.153 1.633 -0.201 -0.509 -0.604
H -2.865 1.953 1.463 -0.156 0.185 -0.043
H -1.101 0.579 -0.632 -0.356 0.132 -0.603
H -0.708 2.209 -1.241 0.441 -0.049 -0.200
H 1.420 1.228 -1.306 0.162 -0.710 0.098
H 1.519 1.689 0.295 -0.288 -0.131 -0.002
H 2.366 -0.650 -0.032 0.261 0.211 0.039
H 1.170 -0.420 1.275 0.303 -0.084 0.022
H 0.755 -0.661 -2.303 -0.004 -0.181 -0.075
H -0.085 -2.254 -2.460 -0.230 -0.627 0.460
H -0.678 -3.268 0.161 0.521 -0.078 -0.540
H 0.907 -2.973 0.975 -0.094 0.010 0.105
H -0.577 -2.097 1.362 0.539 0.500 0.102
```
Positions in Å, forces in eV/Å.

Computed properties:
* highest occupied orbital energy (alpha / beta): -13.5 / -13.4 eV
* net charge: +1
* 2S+1: 2
* energy relative to the best compared isomer or geometry (same formula, charge and spin): 128.5 kJ/mol
* orbital gap (alpha / beta): 8.65 / 4.89 eV
* calculated total energy: -349.96834 a.u.

***

Entry 3:
Entry from OMol25: C7H14O2 in the gas phase in a non-equilibrium geometry (ωB97M-V/def2-TZVPD).

Structure (XYZ):
```
23
Properties=species:S:1:pos:R:3:forces:R:3
C -1.031 1.869 0.587 -1.876 -1.561 0.636
C 0.025 1.479 -0.372 1.183 -3.245 -0.462
C 1.259 2.351 -0.314 0.011 -0.145 -0.171
C 0.679 -0.227 -0.066 1.133 3.148 0.152
C 0.040 -1.580 -0.280 -1.365 0.482 0.452
C 0.196 -2.553 0.882 0.152 0.168 -0.249
O 0.467 -2.114 -1.521 -0.116 0.149 0.060
C -1.346 -1.000 -0.369 -2.024 -0.837 0.926
O -2.086 -0.730 0.580 1.198 -1.253 -1.565
H -1.665 2.661 0.190 0.154 0.287 0.135
H -0.647 2.112 1.574 0.182 0.324 0.026
H -1.731 0.971 0.749 0.946 2.000 -0.077
H -0.348 1.375 -1.391 -0.063 0.354 -0.022
H 1.645 2.408 0.704 -0.019 0.025 0.044
H 2.052 1.964 -0.952 0.051 0.076 -0.085
H 1.010 3.362 -0.647 0.045 -0.014 0.075
H 1.570 -0.191 -0.685 0.196 -0.009 0.000
H 0.963 -0.093 0.976 0.066 -0.227 0.093
H -0.223 -2.124 1.789 -0.021 0.053 0.012
H -0.339 -3.479 0.668 0.018 -0.043 -0.013
H 1.250 -2.777 1.037 0.040 -0.031 0.020
H -0.079 -2.882 -1.732 0.096 0.038 0.058
H -1.662 -0.805 -1.409 0.014 0.261 -0.044
```
Positions in Å, forces in eV/Å.

Computed properties:
* highest occupied orbital energy: -9.5 eV
* net charge: 0
* energy relative to the best compared isomer or geometry (same formula, charge and spin): 206.2 kJ/mol
* orbital gap: 10.19 eV
* calculated total energy: -425.52672 a.u.